A gas-phase ion, C6H13BrN3O (charge +1) in a non-equilibrium geometry, computed with ωB97M-V/def2-TZVPD.

The geometry in ORCA input format:
```
! RIJCOSX wB97M-V def2-TZVPD def2/J DEFGRID3
* xyz 1 1
C 2.6435 1.2558 0.4404
C 1.6764 0.4471 -0.4100
Br 2.1475 0.4912 -2.3052
C 1.5549 -0.9963 0.0278
N 0.3189 -1.5912 -0.4993
C -0.8959 -1.1381 -0.1488
N -1.2791 -0.9958 1.1088
C -1.9995 0.3134 1.3529
O -3.0127 0.4383 0.4321
C -2.4635 0.4955 -0.8324
N -1.7812 -0.8148 -1.1026
H 3.6662 1.1757 0.1100
H 2.3333 2.2882 0.3814
H 2.5069 0.9564 1.4735
H 0.7253 0.9542 -0.3692
H 2.3703 -1.5409 -0.4135
H 1.5857 -1.0844 1.1065
H 0.3396 -2.3428 -1.1719
H -0.4512 -0.9889 1.7020
H -2.3833 0.2943 2.3576
H -1.3106 1.1481 1.2311
H -3.2657 0.5941 -1.5449
H -1.7958 1.3458 -0.9753
H -1.2300 -0.7047 -1.9509
*
```

Energy above the lowest of the compared OMol25 structures with the same formula, charge and spin = 0.000 eV
SMILES string = C[C@@H](Br)CNC1=[NH+]COCN1
Gap between HOMO and LUMO = 9.86 eV
E_HOMO = -13.9 eV
E_tot = -82986.0966 eV
Largest force on an atom = 2.76 eV/Å
Molar mass = 223.094 g mol⁻¹
Lowest unoccupied orbital energy = -4.01 eV

---

A molecular structure, C17H31BBr7FIO6S2 in a non-equilibrium geometry, computed with ωB97M-V/def2-TZVPD.

The geometry in ORCA input format:
```
! RIJCOSX wB97M-V def2-TZVPD def2/J DEFGRID3
* xyz -1 1
C 3.6639 5.2561 1.6523
C 2.8705 4.7475 0.4472
C 1.8182 3.7108 0.8676
Br 0.1699 4.6459 1.3179
C 1.5888 2.5575 -0.1351
S 2.0596 2.9176 -1.8713
O 3.4092 2.5629 -2.1565
O 1.6994 4.2624 -2.1718
F 1.1428 1.9989 -2.7078
O 0.3091 2.0685 -0.2614
B 0.1258 0.5841 -0.0669
S -0.5372 -0.4605 -1.6456
C -0.9098 0.2166 1.1153
C -2.4098 0.3310 0.7322
C -3.2160 1.2197 1.6894
C -2.8425 2.6856 1.4618
O -3.9345 3.3649 0.7818
C -3.5613 4.0300 -0.3481
C -2.9902 5.4170 -0.2140
O -3.6713 3.5167 -1.4318
O 1.6285 0.1994 0.0388
C 2.2490 1.3051 0.5452
I 4.3974 1.1563 0.5524
H 3.0217 5.3764 2.5240
H 4.1019 6.2331 1.4499
H 4.4972 4.5884 1.8648
H 2.3538 5.5802 -0.0196
H 3.5788 4.3526 -0.2780
H 2.1485 3.2961 1.8117
H 0.5592 -0.5006 -2.4049
H -0.7535 -0.8226 1.3888
H -0.7309 0.7934 2.0304
H -2.8478 -0.6682 0.7952
H -2.5943 0.7225 -0.2687
H -4.2596 1.1253 1.3866
H -3.1100 0.8969 2.7233
H -1.9521 2.7303 0.8380
H -2.6865 3.2005 2.4093
H -3.5580 6.1509 -0.7753
H -1.9933 5.3779 -0.6523
H -2.8473 5.7021 0.8256
H 2.0087 1.2719 1.6110
Br 0.9484 -2.0616 -0.0192
C 2.2485 -3.5491 0.1010
C 1.5979 -4.8618 0.4365
Br 1.1398 -4.9849 2.3330
H 3.0079 -3.2692 0.8277
H 2.6956 -3.5958 -0.8902
H 2.2775 -5.6894 0.2612
H 0.6792 -5.0231 -0.1189
Br -4.3928 -4.9116 3.5811
C -3.8733 -5.4867 1.7946
C -2.5747 -4.8628 1.3589
Br -2.7982 -3.0066 0.8350
H -4.6983 -5.2387 1.1352
H -3.7736 -6.5679 1.8620
H -2.1956 -5.3685 0.4726
H -1.8161 -4.8791 2.1339
Br 0.3389 -6.1873 -5.3144
C 1.0028 -4.7717 -4.1530
C 2.4364 -5.0036 -3.7602
Br 2.5960 -6.3838 -2.3957
H 0.3357 -4.7253 -3.2985
H 0.9116 -3.8566 -4.7324
H 2.8502 -4.1040 -3.3090
H 3.0600 -5.3119 -4.5924
*
```

Gap between HOMO and LUMO = 6.83 eV
E_HOMO = -4.8 eV
E_tot = -553881.6984 eV
Largest force on an atom = 5.20 eV/Å
Molar mass = 1111.605 g mol⁻¹
Lowest unoccupied orbital energy = 2.00 eV

---

CH3NOS in the gas phase in a non-equilibrium geometry, computed with ωB97M-V/def2-TZVPD.

The geometry in ORCA input format:
```
! RIJCOSX wB97M-V def2-TZVPD def2/J DEFGRID3
* xyz 0 1
C 1.0400 -0.7697 -0.7159
N -1.1028 0.7004 -0.2752
O 0.4134 0.3165 2.0235
S 0.3218 -0.0143 0.5470
H 2.1201 -0.8248 -0.3599
H -1.8841 0.2172 -0.0045
H -0.9084 0.3747 -1.2151
*
```

Energy above the lowest of the compared OMol25 structures with the same formula, charge and spin = 5.232 eV
SMILES string = C#S(N)=O
Gap between HOMO and LUMO = 9.85 eV
E_HOMO = -10.1 eV
E_tot = -15453.5769 eV
Largest force on an atom = 3.64 eV/Å
Molar mass = 77.108 g mol⁻¹
Lowest unoccupied orbital energy = -0.24 eV

---

A molecular structure, C36H46As3IrN11OSe, computed with ωB97M-V/def2-TZVPD.

The geometry in ORCA input format:
```
! RIJCOSX wB97M-V def2-TZVPD def2/J DEFGRID3
* xyz 3 1
Ir 1.2468 -1.6101 -0.6966
C 4.7247 -1.3849 0.6848
As 3.2638 -0.3775 -0.0747
C 4.0788 0.3990 -1.6492
C 2.9612 1.1703 1.0614
C 2.1698 1.0005 2.3637
C 2.7608 -0.1293 3.2124
C 0.6827 0.7476 2.0964
As 0.1034 -0.9167 1.2827
C 0.0818 -2.2805 2.6468
C -1.7655 -0.5764 0.9599
C 2.2836 2.2980 3.1889
As 1.8122 4.1630 2.6575
C 3.0131 4.5028 1.1373
C 0.1481 3.9928 1.6229
H 5.5625 -0.6959 0.7920
H 5.0109 -2.1782 -0.0051
H 4.4793 -1.8077 1.6543
H 4.6175 1.3017 -1.3638
H 3.3261 0.6466 -2.3939
H 4.7871 -0.3115 -2.0729
H 2.4808 1.9091 0.4190
H 3.9576 1.5642 1.2788
H 2.6964 -1.1008 2.7079
H 2.2363 -0.2139 4.1652
H 3.8120 0.0611 3.4349
H 0.2552 1.5408 1.4809
H 0.1322 0.7648 3.0420
H -0.3508 -1.8550 3.5525
H 1.0831 -2.6346 2.8740
H -0.5526 -3.1015 2.3141
H -2.1912 -0.1104 1.8492
H -2.2918 -1.5079 0.7584
H -1.8805 0.1016 0.1136
H 3.3260 2.4024 3.5082
H 1.7225 2.1516 4.1168
H 4.0447 4.2844 1.4138
H 2.9565 5.5692 0.9218
H 2.7485 3.9575 0.2275
H -0.6521 3.5679 2.2294
H 0.2483 3.4363 0.6844
H -0.1489 5.0059 1.3590
C -4.0189 -3.1845 -2.0510
N -2.5885 -3.2252 -1.6735
C -1.6416 -2.3224 -1.8827
N -0.5382 -2.6858 -1.2226
C -0.9023 -3.8613 -0.6230
N -2.1324 -4.2053 -0.8727
C -4.8130 -2.4485 -1.0019
C -5.7766 -3.0898 -0.2359
C -6.4646 -2.3848 0.7476
C -6.1772 -1.0518 0.9902
C -5.2059 -0.4122 0.2227
C -4.5485 -1.1074 -0.7807
C -4.8481 0.9816 0.4649
N -5.2833 1.8090 1.3441
N -4.5800 2.9942 1.1534
C -3.7736 2.7865 0.1776
O -3.8712 1.5230 -0.3106
C -2.7821 3.6694 -0.4284
C -2.6812 5.0062 -0.0570
C -1.7145 5.8019 -0.6515
C -0.8294 5.2665 -1.5801
C -0.9352 3.9325 -1.9549
C 0.0112 3.3633 -2.9873
N 0.2786 1.9250 -2.7555
C 0.5164 1.3102 -1.6059
N 0.6248 -0.0001 -1.8316
C 0.4672 -0.1140 -3.1880
N 0.2368 1.0327 -3.7637
C -1.9285 3.1467 -1.3921
H -4.3345 -4.2196 -2.1473
H -4.0815 -2.7057 -3.0275
H -1.7782 -1.4374 -2.4815
H -0.2511 -4.4559 -0.0069
H -5.9971 -4.1370 -0.4028
H -7.2240 -2.8850 1.3328
H -6.7000 -0.4987 1.7593
H -3.8294 -0.5808 -1.3991
H -3.3634 5.4101 0.6796
H -1.6395 6.8467 -0.3811
H -0.0647 5.8969 -2.0193
H 0.9637 3.8922 -2.9697
H -0.3870 3.4178 -3.9994
H 0.5321 1.8060 -0.6499
H 0.5060 -1.0489 -3.7228
H -2.0632 2.1171 -1.7017
Se 3.2794 -3.2623 -3.8248
N 3.8554 -4.7407 -3.0909
C 3.4639 -4.7749 -1.8243
C 3.6778 -5.7917 -0.8443
C 3.1325 -5.5834 0.3876
C 2.3854 -4.4044 0.6865
N 2.1844 -3.4407 -0.1837
C 2.7192 -3.6394 -1.4240
N 2.4875 -2.7000 -2.3117
H 4.2398 -6.6846 -1.0865
H 3.2476 -6.3166 1.1737
H 1.9578 -4.2811 1.6736
*
```

Energy above the lowest of the compared OMol25 structures with the same formula, charge and spin = 0.000 eV
Gap between HOMO and LUMO = 5.19 eV
E_HOMO = -15.1 eV
E_tot = -307195.0359 eV
Largest force on an atom = 0.38 eV/Å
Molar mass = 1144.783 g mol⁻¹
Lowest unoccupied orbital energy = -9.90 eV

---

Question: The highest gap between HOMO and LUMO belongs to which entry?
Answer: C6H13BrN3O

---

Question: What is the gap between HOMO and LUMO in the fourth record?
Answer: 5.19 eV